Entry 1:
Entry from the Open Molecules 2025 dataset: the molecule C2H6FPS (ωB97M-V/def2-TZVPD).

Results
Charge: 0
Energy relative to the best compared isomer or geometry (same formula, charge and spin), kJ/mol: 2.16
SMILES: CP(C)(F)=S
LUMO level, eV: 0.68
HOMO-LUMO gap, eV: 9.763
E_HOMO, eV: -9.08
Multiplicity: 1

Last column: natural (NBO) charge in e.
Atoms and positions in Å:
C (-1.2732, -1.0184, 0.4640)  -0.918
P (0.0844, -0.1702, -0.6092)  1.517
C (1.2674, 0.8885, 0.3302)  -0.987
F (-0.9869, 0.9679, -1.2358)  -0.590
S (0.9629, -0.9656, -2.0817)  -0.529
H (-1.1370, -2.0072, 0.8383)  0.250
H (-1.4024, -0.3470, 1.2915)  0.233
H (-2.0533, -0.8538, -0.3164)  0.261
H (1.4195, 1.7319, -0.4861)  0.268
H (0.8793, 1.3612, 1.1554)  0.229
H (2.2392, 0.4128, 0.6497)  0.267

Entry 2:
Entry from the Open Molecules 2025 dataset: a structure of composition C2H6I2N3 (ωB97M-V/def2-TZVPD).

Results
Charge: +1
Energy relative to the best compared isomer or geometry (same formula, charge and spin), kJ/mol: 0.00
LUMO level (spin up / spin down), eV: -4.75 / -5.61
HOMO-LUMO gap (spin up / spin down), eV: 6.411 / 8.166
E_HOMO (spin up / spin down), eV: -11.16 / -13.78
Multiplicity: 3

Last column: natural (NBO) charge in e.
Atoms and positions in Å:
C (0.2308, -0.6009, -0.9577)  -0.119
C (-0.9067, 0.8419, 1.2954)  -0.449
N (2.4220, -0.9273, -0.4762)  -0.276
N (1.3778, -0.4003, -0.0974)  -0.195
N (-0.8307, 0.3142, -0.5577)  -0.590
I (-0.7171, -0.9568, 2.3683)  0.351
I (-2.6565, 1.9611, 1.5225)  0.369
H (0.4877, -0.4268, -2.0105)  0.234
H (-0.1106, -1.6361, -0.8530)  0.218
H (0.0079, 1.4176, 1.3216)  0.213
H (3.1813, -0.7743, 0.1944)  0.389
H (-0.7254, 1.2366, -0.9865)  0.425
H (-1.7605, -0.0488, -0.7633)  0.431

Entry 3:
Entry from the Open Molecules 2025 dataset: a structure of composition C2H6IMnO2 (ωB97M-V/def2-TZVPD).

Results
Charge: +1
LUMO level (spin up / spin down), eV: -7.83 / -7.76
HOMO-LUMO gap (spin up / spin down), eV: 4.688 / 4.765
E_HOMO (spin up / spin down), eV: -12.52 / -12.52
Multiplicity: 6

Last column: natural (NBO) charge in e.
Atoms and positions in Å:
Mn (0.7099, 4.7950, -1.4022)  1.422
I (2.7377, 2.9666, -0.8981)  -0.420
C (-0.1915, -1.4348, 0.2675)  -0.083
C (-0.7450, -0.0206, 0.1305)  -0.081
O (-0.1576, 0.6138, -0.9903)  -0.735
O (-0.9826, -2.2117, 1.1320)  -0.711
H (0.8370, -1.3055, 0.6296)  0.149
H (-0.1757, -1.8732, -0.7315)  0.173
H (-0.5873, 0.5628, 1.0425)  0.154
H (-1.8237, -0.1041, -0.0186)  0.191
H (0.7800, 0.7626, -0.8360)  0.462
H (-0.4013, -2.7507, 1.6744)  0.480

Entry 4:
Entry from the Open Molecules 2025 dataset: a cluster of 2 separate species, C2H6IN2S in total (ωB97M-V/def2-TZVPD).

Results
Charge: +1
Energy relative to the best compared isomer or geometry (same formula, charge and spin), kJ/mol: 448.10
LUMO level, eV: -5.25
HOMO-LUMO gap, eV: 6.673
E_HOMO, eV: -11.92
Multiplicity: 1

Last column: natural (NBO) charge in e.
Atoms and positions in Å:
C (-0.5785, 0.8790, 0.0944)  -0.117
C (-0.9291, -0.5913, -0.0024)  -0.330
N (2.9755, 1.2625, 0.4645)  -1.081
N (-2.4454, -0.8074, -0.0965)  -0.728
S (-0.1941, 0.2129, -1.4032)  0.479
I (2.8508, -0.5745, -0.1563)  0.344
H (3.4505, 1.9427, -0.2336)  0.397
H (-0.4313, -1.4589, 0.3162)  0.253
H (3.5279, 1.4450, 1.3202)  0.399
H (-2.5121, 0.1654, -0.5064)  0.464
H (-2.9711, -0.9058, 0.8703)  0.471
H (-2.7430, -1.5696, -0.6671)  0.448

Entry 5:
Entry from the Open Molecules 2025 dataset: a cluster of 2 separate species, C2H6INO in total (ωB97M-V/def2-TZVPD).

Results
Charge: 0
Energy relative to the best compared isomer or geometry (same formula, charge and spin), kJ/mol: 385.00
LUMO level (spin up / spin down), eV: -0.05 / 0.16
HOMO-LUMO gap (spin up / spin down), eV: 9.039 / 8.302
E_HOMO (spin up / spin down), eV: -9.09 / -8.14
Multiplicity: 1

Last column: natural (NBO) charge in e.
Atoms and positions in Å:
C (1.0314, -1.2838, -0.1035)  -0.261
C (-1.4862, 1.1493, -0.5390)  -0.564
N (0.8812, 0.9439, 0.6829)  -0.264
O (0.6861, -0.4418, 0.9700)  -0.387
I (-2.2584, -0.3125, 0.6460)  0.200
H (0.2963, -1.1568, -0.9035)  0.176
H (1.0253, -2.3236, 0.2093)  0.203
H (2.0394, -1.0089, -0.4491)  0.193
H (-1.9926, 2.1141, -0.6328)  0.198
H (-0.8930, 0.7890, -1.3685)  0.189
H (0.6704, 1.5311, 1.4882)  0.318

Entry 6:
Entry from the Open Molecules 2025 dataset: the molecule C2H6INO2S (ωB97M-V/def2-TZVPD).

Results
Charge: 0
Energy relative to the best compared isomer or geometry (same formula, charge and spin), kJ/mol: 432.83
SMILES: N#[S@H](CCO)OI
LUMO level, eV: -0.77
HOMO-LUMO gap, eV: 8.694
E_HOMO, eV: -9.46
Multiplicity: 1

Last column: natural (NBO) charge in e.
Atoms and positions in Å:
N (-1.9171, 2.2628, -0.5495)  -0.906
S (-1.6723, 1.4656, 0.6153)  1.501
C (-0.4813, 0.2464, 1.1007)  -0.672
C (0.0201, -0.4867, -0.0410)  -0.093
O (1.3007, -0.1554, -0.3495)  -0.684
O (-2.8100, 0.0811, 1.0419)  -0.980
I (-4.2966, -0.3473, -0.2169)  0.443
H (-1.7661, 2.3048, 1.8996)  0.009
H (0.2758, 0.7904, 1.7033)  0.236
H (-1.1207, -0.4071, 1.7548)  0.311
H (0.0170, -1.5312, 0.0588)  0.197
H (-0.6042, -0.2612, -0.9319)  0.179
H (1.4036, 0.7874, -0.1054)  0.459

Entry 7:
Entry from the Open Molecules 2025 dataset: a cluster of 2 separate species, C2H6INOS in total (ωB97M-V/def2-TZVPD).

Results
Charge: 0
Energy relative to the best compared isomer or geometry (same formula, charge and spin), kJ/mol: 318.74
LUMO level, eV: -1.89
HOMO-LUMO gap, eV: 6.884
E_HOMO, eV: -8.78
Multiplicity: 1

Last column: natural (NBO) charge in e.
Atoms and positions in Å:
C (-0.8627, -1.0658, -0.2719)  -0.616
C (-0.9697, 0.3119, 0.3616)  -0.302
N (0.3879, 0.7829, 0.5366)  0.008
O (0.5754, 1.8859, -0.0908)  -0.291
S (2.0636, 2.6109, -0.2464)  0.111
I (2.9648, -0.9872, -0.1372)  -0.108
H (-0.6148, -1.8363, 0.4641)  0.222
H (-1.6890, -1.3987, -0.8053)  0.231
H (-0.0879, -0.9247, -0.9862)  0.217
H (-1.6506, 0.9668, -0.2966)  0.211
H (-1.5111, 0.3806, 1.3317)  0.228
H (1.3940, -0.7262, 0.1405)  0.089

Entry 8:
Entry from the Open Molecules 2025 dataset: a cluster of 2 separate species, C2H6IP in total (ωB97M-V/def2-TZVPD).

Results
Charge: 0
Energy relative to the best compared isomer or geometry (same formula, charge and spin), kJ/mol: 289.48
LUMO level (spin up / spin down), eV: -0.95 / -0.58
HOMO-LUMO gap (spin up / spin down), eV: 7.588 / 7.857
E_HOMO (spin up / spin down), eV: -8.54 / -8.44
Multiplicity: 1

Last column: natural (NBO) charge in e.
Atoms and positions in Å:
C (-1.6489, -0.6062, 0.9162)  -0.950
C (2.4025, 0.6391, -1.0014)  -0.480
P (-1.0144, -0.2823, -0.7755)  0.330
I (3.9911, 1.1063, 0.2643)  0.121
H (-1.3761, -1.4218, 1.4323)  0.228
H (-2.7474, -0.5361, 0.8587)  0.232
H (-1.2175, 0.1988, 1.4479)  0.234
H (2.3567, -0.3639, -1.3210)  0.177
H (1.5311, 1.0929, -0.5831)  0.175
H (-2.2770, 0.1732, -1.2384)  -0.068

Entry 9:
Entry from the Open Molecules 2025 dataset: a cluster of 2 separate species, C2H6IPS in total (ωB97M-V/def2-TZVPD).

Results
Charge: 0
Energy relative to the best compared isomer or geometry (same formula, charge and spin), kJ/mol: 238.32
SMILES: C=PC.SI
LUMO level, eV: -0.53
HOMO-LUMO gap, eV: 8.373
E_HOMO, eV: -8.90
Multiplicity: 1

Last column: natural (NBO) charge in e.
Atoms and positions in Å:
C (-0.2797, -0.2073, 1.3869)  -0.925
P (-1.3249, -0.8636, 0.2973)  0.727
C (-1.3898, 0.1774, -1.3412)  -0.941
H (-0.3048, -0.7204, 2.2742)  0.220
H (0.2229, 0.7904, 1.3489)  0.240
H (-2.3677, 0.2979, -1.6159)  0.223
H (-0.7928, -0.2754, -2.1662)  0.241
H (-1.0048, 1.1659, -1.3942)  0.229
S (2.7072, -0.9255, 0.3549)  -0.209
I (3.0510, 1.3868, 0.0854)  0.057
H (1.4835, -0.8263, 0.7699)  0.137

Entry 10:
Entry from the Open Molecules 2025 dataset: a structure of composition C2H6LaO2 (ωB97M-V/def2-TZVPD).

Results
Charge: +2
Energy relative to the best compared isomer or geometry (same formula, charge and spin), kJ/mol: 0.00
LUMO level (spin up / spin down), eV: -8.99 / -8.93
HOMO-LUMO gap (spin up / spin down), eV: 6.063 / 10.542
E_HOMO (spin up / spin down), eV: -15.06 / -19.47
Multiplicity: 2

Last column: natural (NBO) charge in e.
Atoms and positions in Å:
C (1.0804, 1.4707, -0.2780)  -0.761
C (0.4990, 0.3382, -1.0261)  0.557
O (-0.5101, -0.3054, -0.6186)  -0.773
H (1.8863, 1.9103, -0.8845)  0.288
H (0.3369, 2.2419, -0.0415)  0.254
H (1.5422, 1.0964, 0.6506)  0.297
H (1.1021, -0.1375, -1.8165)  0.202
H (-0.5435, -1.9554, 0.3375)  0.581
La (-2.7119, -0.0048, 0.8082)  1.882
O (-1.4780, -2.1211, 1.0230)  -1.067
H (-1.2035, -2.5333, 1.8460)  0.540

Entry 11:
Entry from the Open Molecules 2025 dataset: the molecule C2H6N2 (ωB97M-V/def2-TZVPD).

Results
Charge: 0
Energy relative to the best compared isomer or geometry (same formula, charge and spin), kJ/mol: 187.59
SMILES: N/C=C/N
LUMO level, eV: 1.27
HOMO-LUMO gap, eV: 8.091
E_HOMO, eV: -6.82
Multiplicity: 1

Last column: natural (NBO) charge in e.
Atoms and positions in Å:
N (-1.7525, 0.0270, 0.4533)  -0.837
C (-0.5639, -0.2314, -0.2003)  -0.119
C (0.6782, -0.1716, 0.3433)  -0.064
N (1.7586, -0.1936, -0.4832)  -0.835
H (-2.3855, 0.6432, -0.0468)  0.369
H (-1.6799, 0.2846, 1.4331)  0.366
H (-0.7199, -0.7832, -1.1254)  0.176
H (0.8633, 0.2274, 1.3391)  0.179
H (2.4957, 0.4748, -0.2560)  0.387
H (1.3058, -0.2771, -1.4571)  0.378

Entry 12:
Entry from the Open Molecules 2025 dataset: a cluster of 2 separate species, C2H6N2O in total (ωB97M-V/def2-TZVPD).

Results
Charge: 0
Energy relative to the best compared isomer or geometry (same formula, charge and spin), kJ/mol: 218.99
SMILES: [H]/N=C/N.C=O
LUMO level, eV: 0.60
HOMO-LUMO gap, eV: 9.905
E_HOMO, eV: -9.31
Multiplicity: 1

Last column: natural (NBO) charge in e.
Atoms and positions in Å:
H (-0.6092, -1.3809, -3.9190)  0.344
N (-0.8244, -1.3737, -2.9323)  -0.713
C (0.1596, -1.7203, -2.2248)  0.285
N (0.3086, -1.5161, -0.8913)  -0.824
H (0.9949, -2.2955, -2.6413)  0.131
H (0.7967, -2.2210, -0.3600)  0.381
H (-0.1719, -0.8877, -0.2755)  0.397
C (-0.1693, 2.8638, 3.2968)  0.289
O (-0.0278, 3.9542, 2.8344)  -0.481
H (-0.7983, 2.0564, 2.8929)  0.098
H (0.3411, 2.5207, 4.2199)  0.094

no.,F_max (eV/A)
1,3.32
2,3.03
3,2.34
4,4.42
5,3.20
6,3.82
7,2.91
8,3.84
9,3.37
10,4.95
11,3.02
12,1.52